(1)
Entry from the Open Molecules 2025 dataset: a molecular structure, C9H16Ag5Br8O3 in a non-equilibrium geometry (ωB97M-V/def2-TZVPD).

Each line ends with the Mulliken charge.
Atoms and positions in Å:
Ag1 7.56071 16.11165 3.75736  0.7433
Ag2 10.01665 17.74520 5.25991  0.1700
Ag3 8.28291 16.91227 8.62342  0.1320
Ag4 7.00742 14.75938 6.75324  -0.4101
Ag5 7.29493 17.82895 5.71883  0.0038
Br1 7.82465 12.78866 6.24515  -0.1653
Br2 11.94454 14.11322 8.88267  0.0141
Br3 6.39383 19.51848 6.91936  -0.0283
Br4 9.80465 17.96165 10.30159  -0.0620
Br5 8.57778 19.71720 9.76476  0.0037
Br6 9.24833 12.62641 10.62790  -0.0518
Br7 10.66217 12.77642 4.54532  -0.0354
Br8 12.07237 16.63865 6.70433  -0.1177
O1 8.70546 15.35291 7.26470  -0.5070
O2 8.90496 17.45310 6.94051  -0.8036
O3 8.74481 16.29095 5.27791  -0.6888
C1 8.61330 13.37697 7.97468  -0.2170
C2 10.64015 14.64599 5.36358  0.2201
C3 12.11785 14.96224 5.61944  -0.6040
C4 10.96850 16.63378 9.32087  -0.8364
C5 10.45726 15.23980 9.39779  0.8614
C6 7.93179 20.75363 7.10259  -0.4949
C7 9.03682 20.09309 7.88186  0.3280
C8 8.86856 16.30785 6.44716  3.0335
C9 8.90572 12.15932 8.74621  -0.7805
H1 12.79951 15.10620 4.78115  0.4900
H2 11.89792 16.90476 9.82173  0.8032
H3 11.21375 17.02559 8.33374  -0.3236
H4 8.31616 21.04966 6.12651  0.4051
H5 10.21964 15.31682 4.61439  0.4332
H6 7.95393 14.12483 8.41522  0.7717
H7 9.92162 14.59384 6.18157  -0.2928
H8 10.23923 14.91278 10.41446  0.4331
H9 9.89291 20.76400 7.95328  0.5478
H10 7.55121 21.61951 7.64436  0.4481
H11 9.81397 11.74655 8.30712  0.4033
H12 9.62955 15.15604 8.69353  -0.5247
H13 12.54179 14.14785 6.20693  0.4030
H14 9.54360 13.93909 7.89308  -0.4047
H15 9.29081 19.14352 7.41079  -0.8649
H16 8.18756 11.33962 8.72532  0.5651

Results
Charge ... +3
2S+1 ... 1
Frontier orbital gap ... 3.3 eV
Relative energy (zero: lowest compared OMol25 entry of this formula, charge and spin) ... 186.9 kcal per mole
LUMO energy ... -12.246 eV
DFT total energy ... -21903.4099 a.u.


(2)
Entry from the Open Molecules 2025 dataset: a molecular structure, C9H16Br12O7S2 in a non-equilibrium geometry (ωB97M-V/def2-TZVPD).

Each line ends with the Mulliken charge.
Atoms and positions in Å:
Br1 4.01649 7.68138 -0.29554  -0.0087
Br2 3.91241 -6.63179 -5.43736  -0.0110
Br3 -1.83708 -5.74754 2.29699  -0.0197
Br4 5.33191 -4.13888 -7.20516  -0.0281
Br5 3.95295 -0.73379 0.58716  0.0014
Br6 0.77430 -4.27458 3.91109  -0.0423
Br7 6.66005 -5.13533 -4.31062  -0.0097
Br8 5.57648 7.78191 -3.15644  -0.0100
Br9 3.82017 0.58341 -2.21246  -0.0211
Br10 1.35091 -5.43544 0.99296  0.0027
Br11 6.25066 5.48633 -1.14790  -0.0140
Br12 1.08534 0.16390 -0.77500  0.0002
S1 -0.55167 2.21114 6.41339  1.0673
S2 -6.08925 -1.06537 -1.36762  1.1066
O1 -1.51218 1.71727 5.41646  -0.4946
O2 -0.13100 3.81643 5.94701  -0.3436
O3 -4.81942 -1.89771 -1.98302  -0.2238
O4 -7.32528 -1.22071 -2.17203  -0.6046
O5 0.97991 1.57676 6.07223  -0.2966
O6 -0.84999 2.05777 7.88437  -0.5055
O7 -6.05052 -1.39813 0.02835  -0.5785
C1 1.13288 3.90349 5.30272  -0.2327
C2 1.89170 2.61448 5.82942  -0.3566
C3 4.93466 -4.87880 -5.32908  -0.3303
C4 -4.73197 -1.99372 -3.34214  -0.0540
C5 -5.48396 0.70363 -1.46286  -0.9222
C6 2.98721 0.60372 -0.47900  -0.3492
C7 -3.45230 -2.74267 -3.56161  -1.3128
C8 -0.05162 -4.72133 2.12428  -0.2529
C9 4.79434 6.64127 -1.79099  -0.3210
H1 -4.59470 0.95128 -0.88321  0.3332
H2 1.11205 3.79531 4.21830  0.2748
H3 -5.20495 1.00303 -2.47311  0.3266
H4 4.32316 -4.14139 -4.80911  0.3786
H5 -5.59535 -2.45476 -3.82186  0.3137
H6 3.04404 1.61174 -0.06821  0.3700
H7 2.49938 2.66766 6.73275  0.3057
H8 1.56949 4.83715 5.65731  0.2959
H9 -0.18043 -3.69294 1.78676  0.3122
H10 -3.65734 -3.76878 -3.25638  0.3034
H11 4.04509 6.05411 -2.32201  0.3532
H12 -2.51871 -2.45148 -3.08022  0.3130
H13 -4.58926 -0.95753 -3.64882  0.2647
H14 -6.37298 1.29984 -1.25727  0.3390
H15 2.58879 2.41798 5.01483  0.2853
H16 -3.03441 -2.69830 -4.56735  0.3957

Results
Charge ... 0
2S+1 ... 1
Frontier orbital gap ... 9.5 eV
Relative energy (zero: lowest compared OMol25 entry of this formula, charge and spin) ... 19.9 kcal per mole
LUMO energy ... -0.861 eV
DFT total energy ... -32563.5405 a.u.


(3)
Entry from the Open Molecules 2025 dataset: a molecular structure, C9H16ClIN2O2PTl in a non-equilibrium geometry (ωB97M-V/def2-TZVPD).

Each line ends with the Mulliken charge.
Atoms and positions in Å:
Tl1 -0.80142 -0.18601 0.69464  1.0990
I1 -2.32626 1.87919 -2.59324  0.0883
Cl1 0.20093 2.04272 -0.05944  -0.2992
P1 1.25031 -1.34950 -0.41205  0.5291
O1 -0.91357 -3.25330 2.52670  -0.0466
O2 -4.55081 0.40795 -3.76530  -0.3656
N1 0.33689 0.53608 3.03525  -0.0466
N2 1.32412 0.10730 3.85061  -0.0844
C1 0.60821 1.95467 4.82723  -0.8150
C2 -3.98962 1.44408 -3.93996  0.5720
C3 -0.09162 1.68329 3.61842  -0.2633
C4 -4.22643 2.53941 -4.95458  -0.9647
C5 1.51406 -3.17276 -0.34612  -1.0730
C6 0.79101 -1.01658 -2.17594  -1.0802
C7 2.93784 -0.62895 -0.23901  -1.0321
C8 1.53439 0.90547 4.93344  -0.1363
C9 -0.90373 -2.32246 1.89218  0.1079
H1 1.87292 -3.44274 0.66658  0.3836
H2 -3.34728 2.67586 -5.59918  0.3449
H3 -0.85010 2.21671 3.10635  0.4872
H4 2.25318 -3.52112 -1.09860  0.3832
H5 -0.17590 -1.50507 -2.39540  0.3800
H6 3.63056 -1.00069 -1.02063  0.4215
H7 0.44039 2.79609 5.48258  0.3938
H8 2.83279 0.46942 -0.29516  0.3338
H9 -5.06535 2.22038 -5.58457  0.3044
H10 1.57223 -1.37584 -2.87236  0.4103
H11 0.63044 0.07120 -2.28758  0.3035
H12 0.55156 -3.69361 -0.51187  0.3712
H13 -4.50644 3.48271 -4.46512  0.3447
H14 2.30126 0.63919 5.64381  0.4553
H15 1.83620 -0.71982 3.57437  0.1365
H16 3.32926 -0.88326 0.76396  0.3568

Results
Charge ... +2
2S+1 ... 1
Frontier orbital gap (alpha / beta) ... 3.8 / 5.0 eV
Relative energy (zero: lowest compared OMol25 entry of this formula, charge and spin) ... 42.3 kcal per mole
LUMO energy (alpha / beta) ... -11.081 / -10.490 eV
DFT total energy ... -1883.5662 a.u.


(4)
Entry from the Open Molecules 2025 dataset: a molecular structure, C9H16CoOP in a non-equilibrium geometry (ωB97M-V/def2-TZVPD).

Each line ends with the Mulliken charge.
Atoms and positions in Å:
Co1 -1.75256 0.73396 1.16375  -0.0388
P1 -1.45593 2.86788 0.59180  -0.1851
O1 -0.12113 -0.21279 1.11150  -0.4297
C1 -0.02302 1.30553 -2.65052  -0.3071
C2 0.90274 -1.17831 3.03611  -0.5376
C3 0.57493 -2.28813 1.99630  -0.5237
C4 0.18263 -1.55761 0.70558  -0.2175
C5 0.53599 0.16041 2.36746  -0.3630
C6 -0.56418 -0.92608 -3.06978  -0.7166
C7 1.12894 0.63093 -3.07770  -0.6655
C8 0.82352 -0.75322 -3.25776  -0.2217
C9 -1.11135 0.30353 -2.58864  -0.1832
H1 -1.02821 3.69077 1.69540  0.0886
H2 -0.10208 2.35917 -2.36653  0.4274
H3 -1.15106 -1.84379 -3.12357  0.4045
H4 0.33094 -1.30481 3.96160  0.2759
H5 1.52994 -1.56703 -3.42415  0.4338
H6 -2.69254 3.51510 0.24345  0.0905
H7 -0.58846 3.37585 -0.44565  0.0315
H8 -0.26956 -2.89503 2.34227  0.2609
H9 1.42961 0.74931 2.09864  0.2744
H10 2.08937 1.08616 -3.31090  0.4146
H11 1.42312 -2.95796 1.83552  0.3302
H12 -0.17990 0.77579 2.95112  0.3445
H13 1.96880 -1.18497 3.28359  0.2917
H14 0.99554 -1.49013 -0.02923  0.1087
H15 -0.72797 -1.93947 0.23270  0.2256
H16 -2.14810 0.54493 -2.27236  0.3868

Results
Charge ... 0
2S+1 ... 5
Frontier orbital gap (alpha / beta) ... 5.2 / 5.6 eV
Relative energy (zero: lowest compared OMol25 entry of this formula, charge and spin) ... 0.0 kcal per mole
LUMO energy (alpha / beta) ... 0.840 / -1.698 eV
DFT total energy ... -2151.6376 a.u.


(5)
Entry from the Open Molecules 2025 dataset: 3 unconnected molecules or ions with the total composition C9H16F2NO10P in a non-equilibrium geometry (ωB97M-V/def2-TZVPD).

Each line ends with the Mulliken charge.
Atoms and positions in Å:
P1 0.88388 0.58197 -0.93253  -0.3485
F1 -0.35852 -2.01550 -0.25951  -0.1875
F2 -1.21308 1.65896 1.06121  -0.1503
O1 0.68102 -0.24361 1.73023  -0.7068
O2 -5.85569 -0.65680 -2.90774  -0.3130
O3 6.70696 0.98137 5.39475  -0.3391
O4 -2.94995 1.21574 -0.12769  -0.5307
O5 -2.48312 -1.63219 -0.42648  -0.6094
O6 5.31213 -0.38705 4.48510  -0.3336
O7 -6.79886 -1.60938 -4.59615  -0.3354
O8 5.39488 1.74168 3.72526  -0.5291
O9 -4.67183 -0.89575 -4.81701  -0.5412
O10 2.75674 -0.24245 0.84141  -0.7802
N1 -0.98961 0.10826 -0.56836  0.0491
C1 -1.79897 0.98671 0.09891  0.3517
C2 5.74534 0.85022 4.44416  0.7655
C3 7.25887 2.28809 5.45197  -0.6341
C4 -6.71134 -2.06164 -5.93968  -0.6400
C5 -1.36961 -1.17821 -0.40400  0.5277
C6 -5.66111 -1.02976 -4.14860  0.7487
C7 1.50762 -0.04784 0.79805  0.4022
C8 -4.72183 -0.02401 -2.24654  -0.5482
C9 4.26476 -0.74598 3.53035  -0.6764
H1 3.36855 -0.15518 3.68760  0.3157
H2 4.58735 -0.62306 2.50177  0.3611
H3 8.00728 2.26586 6.24123  0.2012
H4 6.49382 3.02439 5.69303  0.2851
H5 -7.67790 -2.50174 -6.17316  0.2056
H6 -6.51254 -1.23300 -6.61759  0.2829
H7 -5.05155 0.21940 -1.24594  0.2476
H8 0.61087 1.95489 -0.41828  -0.0705
H9 4.05345 -1.79111 3.72883  0.2637
H10 -3.87946 -0.70425 -2.17850  0.2932
H11 -4.43557 0.88466 -2.76782  0.2936
H12 2.22534 0.98724 -1.31896  0.0854
H13 -5.93110 -2.81303 -6.04717  0.2884
H14 0.36894 1.03460 -2.24047  0.0950
H15 7.73034 2.55410 4.50720  0.2857
H16 1.11347 -0.74662 -1.53889  -0.0752

Results
Charge ... -2
2S+1 ... 1
Frontier orbital gap ... 3.7 eV
Relative energy (zero: lowest compared OMol25 entry of this formula, charge and spin) ... 0.0 kcal per mole
LUMO energy ... 4.060 eV
DFT total energy ... -1700.7561 a.u.


(6)
Entry from the Open Molecules 2025 dataset: a gas-phase ion, C9H16N (charge +1) in a non-equilibrium geometry (ωB97M-V/def2-TZVPD).

Each line ends with the Mulliken charge.
Atoms and positions in Å:
N1 0.18255 -0.22638 -0.67625  -0.2558
C1 2.00817 1.89177 -0.55296  -0.7929
C2 2.36526 -0.36937 0.65800  -0.6445
C3 0.75889 -1.50841 -0.77588  -0.6136
C4 -0.85456 -0.40127 1.62641  -1.2018
C5 -1.27043 1.55011 -0.09612  -1.5703
C6 1.89944 -1.54652 0.20023  -0.5468
C7 -1.07795 0.05639 0.14705  0.9920
C8 1.92831 0.76708 -0.01865  0.8804
C9 -2.23086 -0.78976 -0.46189  -1.7330
H1 -0.07802 0.31523 2.04068  0.3197
H2 -1.96941 -0.44057 2.01237  0.3904
H3 -3.05130 -0.22696 0.00714  0.4929
H4 -2.16516 -0.78722 -1.53426  0.3606
H5 -1.76584 1.84420 -1.05274  0.3843
H6 2.22501 -2.43824 0.50159  0.5962
H7 -0.46670 -1.39314 1.52444  0.3713
H8 0.03895 0.34850 -1.59004  0.4346
H9 1.10240 -1.72745 -1.79994  0.3926
H10 -0.05237 -2.11880 -0.50101  0.3654
H11 1.22972 2.41979 -1.23995  0.2826
H12 3.14713 -0.21717 1.36882  0.4734
H13 -1.98003 1.99741 0.62781  0.4224
H14 -0.30830 2.11113 -0.01972  0.3157
H15 2.71069 2.60641 -0.33631  0.3440
H16 -2.32559 -1.71676 -0.05882  0.5401

Results
Charge ... +1
2S+1 ... 1
Frontier orbital gap ... 9.4 eV
Relative energy (zero: lowest compared OMol25 entry of this formula, charge and spin) ... 102.2 kcal per mole
LUMO energy ... -4.379 eV
DFT total energy ... -406.8867 a.u.